Record 1
55
Properties=species:S:1:pos:R:3 method="wB97M-V/def2-TZVPD" homo_ev=-7.28 charge=0 gap_ev=6.4
C 7.753 1.242 0.320
C 6.575 0.934 -0.552
O 5.853 -0.184 -0.009
C 4.474 -0.098 -0.067
C 3.861 -1.410 0.262
O 2.468 -1.233 0.327
C 1.783 -2.449 -0.001
C 0.326 -2.348 -0.287
O -0.476 -1.718 0.684
C -1.865 -1.988 0.451
C -2.772 -0.839 -0.067
C -4.085 -0.848 0.733
C -3.985 -0.169 2.077
O -3.537 -0.808 3.038
N -4.346 1.186 2.247
C -3.250 2.007 2.766
C -5.100 1.829 1.166
O -3.147 -1.263 -1.377
B -3.266 -0.128 -2.298
F -4.602 0.215 -2.472
P -2.439 -0.475 -4.059
O -2.305 1.084 -4.542
Cl -0.442 -0.827 -3.412
O -2.490 0.951 -1.632
C -2.276 0.650 -0.314
P -0.517 1.153 -0.011
S 0.290 2.484 -1.285
H 8.593 1.564 -0.278
H 8.044 0.347 0.845
H 7.529 2.020 1.031
H 6.888 0.687 -1.557
H 5.920 1.794 -0.595
H 4.083 0.664 0.636
H 4.208 0.092 -1.152
H 4.153 -2.102 -0.519
H 4.250 -1.787 1.199
H 2.247 -2.861 -0.885
H 1.930 -3.185 0.783
H 0.017 -3.382 -0.376
H 0.164 -1.910 -1.263
H -1.948 -2.742 -0.305
H -2.263 -2.413 1.359
H -4.874 -0.509 0.093
H -4.285 -1.882 0.954
H -3.476 2.378 3.754
H -3.098 2.870 2.138
H -2.338 1.438 2.849
H -5.742 1.133 0.664
H -5.738 2.585 1.600
H -4.471 2.344 0.452
H -1.906 1.617 -3.831
H -2.835 1.337 0.305
H -0.535 1.740 1.258
H 0.337 0.084 0.012
Ag 2.663 1.130 -0.854



Record 2
49
Properties=species:S:1:pos:R:3 method="wB97M-V/def2-TZVPD" homo_ev=-9.17 charge=0 smiles="CC(=O)OC(=O)CBCCCO.CN(C)C=O.CN(C)C=O" gap_ev=9.8
C 3.018 0.534 3.998
C 3.673 -0.809 3.419
O 4.931 -0.826 3.330
O 2.941 -1.950 2.964
C 2.232 -1.588 1.744
O 1.205 -0.866 1.896
C 2.644 -2.088 0.293
B 3.572 -1.059 -0.551
C 4.291 0.280 0.008
C 3.788 1.571 -0.865
C 4.864 2.746 -0.597
O 4.584 3.463 0.632
H 1.952 0.400 4.381
H 3.698 0.973 4.801
H 2.943 1.286 3.123
H 1.657 -2.226 -0.292
H 3.185 -3.094 0.371
H 3.773 -1.345 -1.694
H 5.426 0.138 -0.175
H 4.060 0.540 1.092
H 3.652 1.332 -1.970
H 2.789 1.876 -0.396
H 5.920 2.309 -0.590
H 4.786 3.484 -1.465
H 5.341 4.060 0.831
C -2.169 0.610 -1.499
N -1.104 -0.086 -2.196
C -1.050 -0.016 -3.643
C -0.156 -0.802 -1.535
O 0.764 -1.410 -2.060
H -3.131 0.220 -1.838
H -2.105 1.677 -1.729
H -2.086 0.471 -0.420
H -1.115 -1.026 -4.054
H -0.095 0.423 -3.945
H -1.870 0.590 -4.028
H -0.290 -0.790 -0.440
C -7.585 -1.263 0.719
N -6.396 -0.682 0.128
C -5.133 -0.800 0.830
C -6.428 -0.028 -1.067
O -5.468 0.480 -1.616
H -7.759 -0.802 1.694
H -7.431 -2.338 0.845
H -8.457 -1.099 0.084
H -4.744 0.200 1.039
H -4.418 -1.328 0.194
H -5.264 -1.345 1.765
H -7.434 0.005 -1.516



Record 3
61
Properties=species:S:1:pos:R:3 method="wB97M-V/def2-TZVPD" multiplicity=2 homo_ev="-5.14 / -4.90" charge=-1 gap_ev="7.3 / 5.7" s2=0.765
Be 1.375 -0.651 -2.849
C 4.555 -3.244 -0.398
C 3.272 -3.510 -1.225
C 2.083 -3.658 -0.284
O 3.149 -2.663 -2.351
H 5.459 -3.741 -0.752
H 4.473 -3.255 0.688
H 4.845 -2.194 -0.417
H 3.453 -4.543 -1.519
H 1.087 -3.817 -0.698
H 1.882 -2.905 0.478
H 2.183 -4.583 0.284
C -0.931 0.103 0.882
C -0.029 0.104 -0.389
O 1.131 -0.323 -0.248
O -0.425 0.423 -1.468
H -1.869 -0.429 0.716
H -1.371 1.070 1.122
H -0.549 -0.438 1.747
O 4.687 -0.081 2.878
C 3.677 0.068 2.194
N 3.730 -0.196 0.874
C 2.408 0.213 2.926
H 2.851 -0.350 0.401
H 4.587 -0.502 0.436
H 2.498 1.022 3.651
H 2.089 -0.651 3.508
H 1.593 0.681 2.374
C -2.402 -2.834 -0.516
C -3.008 -4.240 -0.279
O -4.028 -4.064 0.691
S -4.873 -2.724 0.260
O -5.424 -2.030 1.420
O -5.854 -3.072 -0.757
O -3.533 -1.968 -0.466
H -1.961 -2.634 -1.493
H -1.694 -2.515 0.249
H -2.270 -5.005 -0.036
H -3.510 -4.551 -1.195
C 1.006 3.542 -0.127
C 2.491 3.348 0.235
O 2.563 3.453 1.592
S 1.349 4.309 2.300
O 1.464 5.727 2.243
O 0.961 3.832 3.640
O 0.365 3.694 1.111
H 0.625 2.675 -0.667
H 0.969 4.551 -0.536
H 3.253 3.981 -0.220
H 2.792 2.309 0.098
C -3.664 2.029 -1.105
C -2.784 3.245 -1.335
O -3.693 4.174 -1.847
S -4.687 3.403 -2.937
O -4.065 3.540 -4.216
O -6.039 3.846 -2.768
O -4.272 1.956 -2.299
H -4.441 2.182 -0.356
H -3.124 1.096 -0.944
H -1.882 3.117 -1.934
H -2.520 3.674 -0.369



Record 4
47
Properties=species:S:1:pos:R:3 method="wB97M-V/def2-TZVPD" homo_ev=-9.29 charge=0 smiles="CNC(=O)[C@H](CC(C)C)NC(C)=O.CC[C@H](C)[N+](=O)[O-]" gap_ev=9.4
C -1.218 0.947 5.862
N -0.767 0.236 4.666
C -0.971 0.646 3.409
O -1.602 1.670 3.158
C -0.389 -0.252 2.289
C -0.428 0.379 0.878
C 0.783 1.270 0.533
C 0.502 2.012 -0.775
C 1.131 2.325 1.585
N -1.058 -1.560 2.250
C -0.828 -2.556 3.106
C -1.612 -3.828 2.887
O -0.030 -2.474 4.032
H -1.137 2.025 5.706
H -0.602 0.666 6.717
H -2.260 0.698 6.068
H -0.289 -0.652 4.783
H 0.658 -0.435 2.538
H -0.448 -0.420 0.135
H -1.351 0.948 0.760
H 1.653 0.628 0.391
H -0.310 2.725 -0.630
H 1.398 2.543 -1.096
H 0.219 1.299 -1.546
H 0.265 2.959 1.778
H 1.953 2.945 1.227
H 1.444 1.847 2.512
H -1.748 -1.706 1.533
H -1.302 -4.568 3.624
H -1.411 -4.204 1.886
H -2.675 -3.621 3.003
C 1.940 1.213 -5.498
C 0.617 0.781 -4.866
C 0.576 -0.739 -4.614
C -0.803 -1.146 -4.077
N 1.635 -1.198 -3.693
O 2.373 -2.099 -4.097
O 1.719 -0.664 -2.581
H 1.916 2.283 -5.725
H 2.777 1.026 -4.818
H 2.117 0.665 -6.429
H 0.469 1.325 -3.928
H -0.201 1.056 -5.539
H 0.734 -1.245 -5.572
H -1.016 -0.639 -3.130
H -1.585 -0.883 -4.796
H -0.839 -2.226 -3.908



Record 5
48
Properties=species:S:1:pos:R:3 method="wB97M-V/def2-TZVPD" homo_ev=-14.44 charge=+2 gap_ev=2.3
V 0.598 -2.683 1.266
C 0.923 0.150 -0.765
O 0.647 -1.197 -0.295
H 0.305 0.464 -1.606
H 0.768 0.864 0.044
H 1.956 0.332 -1.065
C -1.795 -2.120 4.576
O -1.089 -0.897 4.738
C -0.266 -0.510 3.730
O -0.026 -1.175 2.718
O 0.415 0.570 4.113
C 1.516 1.051 3.329
H -2.355 -2.113 3.641
H -2.480 -2.339 5.395
H -1.052 -2.918 4.592
H 2.133 1.670 3.980
H 1.123 1.689 2.537
H 2.162 0.297 2.879
C 4.931 1.233 -1.454
C 5.251 0.555 -0.113
O 6.062 -0.390 -0.071
C 4.761 1.261 1.090
H 5.672 0.970 -2.208
H 4.780 2.307 -1.346
H 4.002 0.805 -1.830
H 4.536 0.597 1.924
H 3.852 1.785 0.795
H 5.535 1.947 1.437
C -2.038 2.819 -1.845
C -3.196 1.869 -1.764
O -3.442 1.081 -2.633
C -3.975 1.834 -0.421
H -2.365 3.764 -1.411
H -1.520 2.889 -2.801
H -1.207 2.487 -1.222
H -4.310 0.809 -0.256
H -4.870 2.456 -0.405
H -3.259 2.118 0.350
C -1.917 -3.296 -1.981
C -2.665 -2.796 -3.204
O -3.546 -3.532 -3.705
C -2.371 -1.431 -3.761
H -2.263 -2.604 -1.213
H -0.851 -3.133 -2.138
H -1.990 -4.356 -1.739
H -3.350 -1.002 -3.974
H -1.971 -1.392 -4.774
H -1.758 -0.786 -3.133



Record 6
51
Properties=species:S:1:pos:R:3 method="wB97M-V/def2-TZVPD" multiplicity=4 homo_ev="-13.83 / -13.83" charge=+2 gap_ev="5.9 / 6.6" relative_energy_kj_mol=44.7 s2=3.995
C 0.739 -2.176 -5.098
C 0.224 -0.871 -4.636
H 1.649 -2.033 -5.697
H -0.031 -2.662 -5.714
H 0.968 -2.821 -4.232
O 0.792 0.232 -4.772
I -0.167 3.510 -2.258
Cr -0.170 1.204 -3.052
P 1.526 0.500 -1.534
C 1.748 1.403 0.009
C 1.474 -1.245 -1.077
H 2.515 -1.589 -1.003
H 3.797 -0.024 -2.025
H 0.958 -1.831 -1.850
H 2.907 0.460 -3.514
H 1.126 0.985 0.817
H 0.970 -1.390 -0.103
C 3.067 0.681 -2.449
H 2.805 1.317 0.300
H 3.418 1.715 -2.346
H 1.498 2.463 -0.132
P -1.775 0.816 -1.222
C -1.739 1.775 0.318
C -3.354 1.261 -1.990
H -2.015 -1.574 -1.446
H -2.997 -0.899 -0.110
H -1.239 -1.148 0.118
C -2.019 -0.867 -0.610
H -3.487 0.712 -2.928
H -4.163 1.000 -1.297
H -2.738 1.743 0.774
H -1.461 2.817 0.113
H -3.367 2.335 -2.206
H -1.023 1.341 1.031
Cl -1.464 -0.924 -4.040
C -0.064 -2.897 4.035
N 0.010 -1.444 3.993
C 0.018 -0.710 5.131
C 0.089 0.649 5.045
C 0.152 1.221 3.748
N 0.125 0.498 2.633
C 0.049 -0.858 2.725
O 0.008 -1.607 1.729
N 0.222 2.567 3.610
H -0.965 -3.245 3.518
H -0.086 -3.218 5.079
H 0.804 -3.332 3.527
H -0.034 -1.283 6.056
H 0.098 1.288 5.922
H 0.289 3.167 4.419
H 0.311 2.987 2.691



Q: The lowest charge belongs to which entry?
A: C13H27BeNO16S3